DFT (the ωB97M-V functional and the def2-TZVPD basis) results for a single C5H6I2O2 molecule in a non-equilibrium geometry.

```
! wB97M-V def2-TZVPD RIJCOSX def2/J DEFGRID3
* xyz 0 3
C 0.278 1.526 -0.080
C -1.317 -0.234 0.764
C -0.111 -0.593 -1.470
C 1.105 -0.655 0.817
C -0.052 -0.012 0.013
O 0.607 2.124 -1.023
O -1.604 -1.110 1.507
I 0.295 2.583 1.782
I -3.014 1.031 0.145
H 0.928 -0.796 -1.755
H -0.616 0.242 -2.192
H -0.672 -1.680 -1.538
H 2.136 -0.552 0.370
H 0.909 -1.742 0.867
H 1.129 -0.132 1.792
*
```

Results
**E_tot**: -939.82531 Ha
**Energy relative to the best compared isomer or geometry (same formula, charge and spin)**: 0.0 kJ/mol
**Orbital gap (alpha / beta)**: 6.49 / 5.82 eV

---

DFT (the ωB97M-V functional and the def2-TZVPD basis) results for 2 unconnected molecules or ions with the total composition C5H6IN in a non-equilibrium geometry.

```
! wB97M-V def2-TZVPD RIJCOSX def2/J DEFGRID3
* xyz 0 1
C 1.442 -2.310 0.212
C 1.288 0.052 -0.019
C 0.034 0.387 0.139
C -0.560 1.756 -0.105
C -1.021 -0.724 0.116
N 1.285 -3.462 0.283
I 3.119 1.009 -0.301
H 0.360 2.479 -0.277
H -1.270 2.190 0.698
H -1.143 1.722 -1.097
H -1.493 -0.753 -0.907
H -1.675 -0.695 0.914
H -0.365 -1.652 0.344
*
```

Results
**E_tot**: -546.37561 Ha
**Energy relative to the best compared isomer or geometry (same formula, charge and spin)**: 437.8 kJ/mol
**Orbital gap**: 8.32 eV

---

DFT (the ωB97M-V functional and the def2-TZVPD basis) results for a gas-phase ion, C5H6IN2 (charge +1) in a non-equilibrium geometry.

```
! wB97M-V def2-TZVPD RIJCOSX def2/J DEFGRID3
* xyz 1 3
C -1.690 -0.571 -0.687
C -1.408 0.776 -0.625
C -0.791 -1.466 -0.062
C -0.122 1.170 -0.208
C 0.358 -1.046 0.518
N 0.752 0.256 0.299
N 1.825 0.662 1.007
I 3.852 -0.153 -0.262
H -2.595 -0.829 -0.976
H -2.245 1.404 -0.914
H -1.020 -2.442 0.030
H 0.286 2.251 -0.192
H 1.021 -1.689 1.163
H 1.776 1.676 0.910
*
```

Results
**E_tot**: -600.93431 Ha
**Orbital gap (alpha / beta)**: 8.07 / 6.28 eV

---

DFT (the ωB97M-V functional and the def2-TZVPD basis) results for a single C5H6INO molecule in a non-equilibrium geometry.

```
! wB97M-V def2-TZVPD RIJCOSX def2/J DEFGRID3
* xyz 0 1
C 0.260 -1.090 0.812
C -0.279 0.203 1.305
N -0.921 1.027 0.518
C -0.944 1.311 -0.767
C 0.206 1.554 -1.523
C 1.463 1.473 -0.817
O 1.866 1.062 0.232
I 3.157 2.021 -2.311
H 0.199 -1.848 1.546
H 1.323 -0.860 0.738
H -0.130 -1.206 -0.237
H -0.362 0.390 2.304
H -1.971 1.394 -0.980
H 0.131 2.013 -2.529
*
```

Results
**E_tot**: -621.73990 Ha
**Energy relative to the best compared isomer or geometry (same formula, charge and spin)**: 170.4 kJ/mol
**SMILES string**: C/C=N\C=C/C(=O)I
**Orbital gap**: 8.46 eV

---

DFT (the ωB97M-V functional and the def2-TZVPD basis) results for a molecular structure, C5H6LiMnO4 in a non-equilibrium geometry.

```
! wB97M-V def2-TZVPD RIJCOSX def2/J DEFGRID3
* xyz 2 7
O -1.377 1.633 -2.652
C -0.372 1.698 -1.901
O 0.466 2.585 -1.895
O -0.351 0.697 -0.909
C 0.012 1.013 0.321
C 0.532 -0.062 1.171
Li -0.426 3.386 -3.530
H 0.475 2.004 0.421
H 1.565 -0.240 0.819
H 0.732 0.319 2.181
H -0.790 0.106 1.259
Mn -3.055 0.654 -2.744
C 0.261 -2.294 1.171
C 1.017 -3.048 2.009
O 1.700 -3.659 2.696
H -0.792 -2.251 1.469
H 0.402 -2.541 0.114
*
```

Results
**E_tot**: -1652.74463 Ha
**Energy relative to the best compared isomer or geometry (same formula, charge and spin)**: 407.1 kJ/mol
**Orbital gap (alpha / beta)**: 7.33 / 3.89 eV

---

DFT (the ωB97M-V functional and the def2-TZVPD basis) results for a molecular structure, C5H6LiO4Pr in a non-equilibrium geometry.

```
! wB97M-V def2-TZVPD RIJCOSX def2/J DEFGRID3
* xyz 3 4
O -0.467 -2.063 -1.179
C -0.897 -1.060 -0.665
O -1.934 -0.418 -0.696
O 0.163 -0.446 0.238
C -0.079 0.629 0.837
C 0.943 1.364 1.571
Li -0.910 -3.450 -2.333
H -1.099 1.039 0.769
H 1.895 0.822 1.569
H 0.559 1.329 2.612
Pr -4.336 -0.198 -2.114
C 1.088 2.839 1.084
C 1.493 3.801 2.169
O 0.906 4.834 2.383
H 0.198 3.231 0.578
H 2.252 3.425 2.891
H 1.883 2.865 0.319
*
```

Results
**E_tot**: -1018.52873 Ha
**Energy relative to the best compared isomer or geometry (same formula, charge and spin)**: 0.0 kJ/mol
**Orbital gap (alpha / beta)**: 4.53 / 4.60 eV

---

DFT (the ωB97M-V functional and the def2-TZVPD basis) results for a molecular structure, C5H6LiO4Sc in a non-equilibrium geometry.

```
! wB97M-V def2-TZVPD RIJCOSX def2/J DEFGRID3
* xyz 2 1
O -2.824 -0.022 2.914
C -2.113 -0.598 2.054
O -1.436 -1.627 2.299
O -2.082 -0.029 0.835
C -1.174 -0.539 -0.140
Li -2.311 -1.525 4.062
H -1.635 -0.344 -1.116
H -1.194 -1.634 -0.089
C 0.402 -0.143 -0.011
C 0.158 1.287 -0.141
H 0.923 -0.766 -0.747
H 0.924 -0.355 0.933
Sc 0.031 2.694 -2.245
O 1.102 3.388 -0.812
C 1.144 2.264 -0.100
H 2.161 1.946 0.184
H -0.605 2.136 0.237
*
```

Results
**E_tot**: -1262.62532 Ha
**Energy relative to the best compared isomer or geometry (same formula, charge and spin)**: 0.0 kJ/mol
**Orbital gap (alpha / beta)**: 3.79 / 3.79 eV

---

DFT (the ωB97M-V functional and the def2-TZVPD basis) results for a molecular structure, C5H6N in a non-equilibrium geometry.

```
! wB97M-V def2-TZVPD RIJCOSX def2/J DEFGRID3
* xyz 1 1
C 0.445 1.674 -0.679
C 0.995 0.316 -1.064
C -1.278 -0.440 1.083
C -0.704 0.536 0.399
C 0.275 -0.431 -0.221
N -0.186 -1.585 0.530
H 0.942 2.335 -0.004
H 0.041 2.272 -1.518
H 1.785 0.138 -1.665
H -2.060 -0.362 1.835
H 0.378 -2.090 1.297
H -0.634 -2.365 0.006
*
```

Results
**E_tot**: -248.36730 Ha
**Energy relative to the best compared isomer or geometry (same formula, charge and spin)**: 652.1 kJ/mol
**Orbital gap**: 10.09 eV

---

DFT (the ωB97M-V functional and the def2-TZVPD basis) results for a gas-phase ion, C5H6N (charge +1) in a non-equilibrium geometry.

```
! wB97M-V def2-TZVPD RIJCOSX def2/J DEFGRID3
* xyz 1 1
C 2.321 0.176 0.405
N 1.201 0.046 0.171
C -0.151 0.069 0.026
C -0.719 -1.519 -0.151
C -0.728 1.328 -0.701
C -0.802 1.277 0.580
H 3.266 0.553 0.510
H -0.856 -1.729 0.824
H 0.027 -2.128 -0.776
H -1.680 -1.558 -0.717
H -0.675 1.704 -1.719
H -1.202 1.782 1.546
*
```

Results
**E_tot**: -248.43822 Ha
**Energy relative to the best compared isomer or geometry (same formula, charge and spin)**: 465.9 kJ/mol
**SMILES string**: C#[N+]C1(C)C=C1
**Orbital gap**: 10.51 eV

---

DFT (the ωB97M-V functional and the def2-TZVPD basis) results for a molecular structure, C5H6N in a non-equilibrium geometry.

```
! wB97M-V def2-TZVPD RIJCOSX def2/J DEFGRID3
* xyz 1 1
C 0.494 -0.820 0.097
C -0.904 -1.105 -0.079
C -0.931 0.506 -0.186
C 1.412 0.013 0.762
C 0.623 0.892 -0.251
N 1.477 -0.230 -0.653
H -0.982 -1.748 -0.998
H -1.474 -1.350 0.808
H -1.501 0.856 -1.088
H -1.482 1.147 0.504
H 2.265 -0.021 1.466
H 1.003 1.860 -0.382
*
```

Results
**E_tot**: -248.39298 Ha
**Energy relative to the best compared isomer or geometry (same formula, charge and spin)**: 584.7 kJ/mol
**Orbital gap**: 10.69 eV

---

DFT (the ωB97M-V functional and the def2-TZVPD basis) results for a molecular structure, C5H6N in a non-equilibrium geometry.

```
! wB97M-V def2-TZVPD RIJCOSX def2/J DEFGRID3
* xyz 1 1
C -1.522 -0.815 0.030
C -0.275 1.026 -0.004
C 0.748 0.208 -0.068
C -1.866 0.623 -0.055
C 2.210 -0.028 -0.072
N -0.260 -0.811 -0.051
H -1.945 -1.836 0.004
H -2.449 1.078 -0.894
H -2.232 0.981 0.929
H 2.865 0.767 -0.345
H 2.403 -0.976 -0.428
H 2.321 -0.215 0.955
*
```

Results
**E_tot**: -248.40692 Ha
**Energy relative to the best compared isomer or geometry (same formula, charge and spin)**: 548.1 kJ/mol
**Orbital gap**: 9.17 eV

---

DFT (the ωB97M-V functional and the def2-TZVPD basis) results for a molecular structure, C5H6N in a non-equilibrium geometry.

```
! wB97M-V def2-TZVPD RIJCOSX def2/J DEFGRID3
* xyz 1 1
C -1.725 -0.186 1.243
C 1.003 1.185 -0.905
C -0.668 0.698 1.117
C 0.146 0.711 0.039
C 0.309 -1.163 -0.434
N -2.569 -0.928 1.385
H 0.873 2.012 -1.617
H 1.894 0.792 -1.107
H -0.314 1.438 1.856
H -0.522 -1.704 -0.090
H 1.363 -1.493 -0.061
H 0.210 -1.363 -1.425
*
```

Results
**E_tot**: -248.39576 Ha
**Energy relative to the best compared isomer or geometry (same formula, charge and spin)**: 577.4 kJ/mol
**Orbital gap (alpha / beta)**: 8.26 / 8.25 eV